Entry from the OMol25 dataset: a molecular structure, C49H46I2NO5P2SiV in a non-equilibrium geometry (ωB97M-V with the def2-TZVPD basis set).

Net charge: +1
2S+1: 2
Frontier orbital gap (spin up / spin down) in eV: 5.76 / 6.69
Electronic energy in eV: -131626.322
LUMO level (spin up / spin down) in eV: -3.8 / -2.9

Each line ends with the Löwdin charge.
Cartesian coordinates (Å):
I -1.4099 5.3916 3.3184  0.613
I 1.3972 7.2435 4.9107  0.692
V 0.8009 -0.2935 0.5430  0.983
P 2.6855 -1.1661 -1.0544  1.070
P -3.7752 -1.4801 0.8001  1.107
Si 1.0784 -0.9263 3.6924  0.479
O 1.7916 -4.2247 0.9542  0.160
O 1.4409 1.6210 0.1141  -0.130
O 0.8815 -2.1704 0.6280  -0.258
O -1.2773 1.7960 1.8304  0.100
O -0.9578 0.0579 0.5338  -0.150
N 1.6719 -0.0395 2.1222  -0.087
C 1.0889 0.3338 5.0750  -0.131
C 1.4517 3.1492 -3.2676  -0.050
C 4.2499 3.2752 1.8460  -0.085
C -1.6361 -3.5390 -2.6202  -0.075
C -6.4143 -4.6072 0.2209  -0.094
C 6.0695 1.5626 -2.3678  -0.062
C -7.5730 -4.2060 0.7930  -0.086
C 2.5291 1.0593 2.0258  -0.289
C 0.2240 3.5401 -0.8522  -0.001
C -0.6216 -1.5079 3.2903  -0.151
C 1.8876 -1.6640 -2.5743  -0.343
C -4.6053 2.8310 -0.4827  -0.047
C -2.6470 -2.5880 -2.9170  -0.050
C 0.5008 4.1284 -3.1704  -0.056
C 4.4647 -0.1356 -2.8393  -0.098
C 3.5600 1.2012 2.9747  0.020
C 1.1468 2.5569 -1.0159  -0.205
C 3.3096 3.0507 0.8610  0.019
C -6.5178 -2.0517 1.2965  -0.120
C -5.2744 0.5914 -0.1560  -0.097
C 2.3523 -2.8049 -3.2107  -0.096
C 3.2213 -2.4673 -0.0071  -0.189
C 5.8664 1.3485 -1.0014  -0.054
C -4.0315 0.2570 0.4153  -0.314
C 5.3758 0.8034 -3.3240  -0.046
C 2.4788 1.9355 0.9692  -0.230
C -5.2910 -3.7518 0.1165  -0.084
C -1.7501 -3.0197 -0.3326  -0.144
C 1.9151 -3.1117 0.6375  -0.550
C 1.9689 -3.1591 -4.4800  -0.051
C -0.6176 7.1840 4.3285  -1.185
C -1.1762 -3.7560 -1.3396  -0.082
C -3.1809 -1.7822 -1.8737  -0.041
C -5.3298 -2.4715 0.6298  -0.355
C 1.8284 2.3565 -2.1845  -0.015
C 1.0097 -2.3825 -5.1002  -0.065
C -5.6205 1.8698 -0.5538  -0.046
C -1.7245 1.0717 0.9893  -0.537
C -3.4351 2.5554 0.2073  -0.007
C 0.9129 -0.8578 -3.2519  -0.062
C -3.0782 1.2534 0.5406  -0.156
C 2.1840 -2.2629 4.1121  -0.161
C 4.1921 -0.3241 -1.5076  -0.359
C -2.7787 -2.1411 -0.5485  -0.413
C 4.9452 0.3932 -0.6245  -0.104
C 4.3570 2.3820 2.8539  -0.061
C 0.4845 -1.2455 -4.5063  -0.066
C -0.1307 4.3320 -1.9388  -0.030
C -7.6196 -2.8758 1.3133  -0.082
H -0.3852 -4.4483 -1.1367  0.106
H -1.5451 -3.4380 0.6853  0.123
H -0.7541 -2.3158 2.6394  -0.006
H 0.5418 0.0124 -2.7338  0.091
H 2.0516 3.0038 -4.1678  0.121
H 6.4676 1.9445 -0.3068  0.120
H -6.6745 -1.0717 1.7969  0.118
H 3.1045 3.5711 -0.0795  0.131
H 3.2403 -1.9549 4.2145  0.050
H 3.9033 -0.6628 -3.5489  0.083
H -1.2257 -4.0519 -3.4340  0.082
H -2.7301 3.3188 0.3619  0.088
H -1.0394 -1.8075 4.2769  0.065
H -0.8893 5.1172 -1.8856  0.122
H -8.4902 -4.8132 0.7731  0.113
H 5.5525 0.9965 -4.4065  0.126
H -0.1699 -0.4653 -4.9871  0.137
H 3.6922 -3.3241 -0.5048  0.113
H 4.8212 4.1952 1.8708  0.121
H -1.3297 -0.7391 2.8393  0.045
H 0.3552 0.1255 5.8187  0.036
H -4.7482 3.8250 -0.8546  0.102
H -4.5149 -4.2009 -0.4437  0.091
H -6.5558 2.0788 -1.0346  0.107
H -3.0264 -2.4541 -3.8693  0.074
H -3.8935 -0.9185 -1.9826  0.118
H 2.6393 1.6712 -2.1642  0.096
H -6.2992 -5.6345 -0.1414  0.111
H 0.7571 1.2172 4.6220  0.014
H 6.6852 2.3926 -2.7656  0.119
H -8.5943 -2.6051 1.6911  0.100
H 3.1306 -3.3373 -2.7293  0.099
H -0.2497 3.7734 0.1368  0.131
H -0.7108 8.0486 3.6482  -0.040
H 3.9440 -2.1762 0.6455  0.064
H 1.8388 -2.6254 5.0747  0.050
H -1.2773 7.2207 5.2028  -0.047
H 2.1704 0.4052 5.3569  0.054
H -6.0512 -0.2044 -0.2964  0.109
H 2.1165 -3.1541 3.4291  0.055
H 3.7006 0.4047 3.6428  0.081
H 5.1479 2.5839 3.5628  0.111
H 4.8779 0.1359 0.4091  0.103
H 0.7433 -2.5811 -6.0918  0.096
H 2.4198 -4.0031 -5.0319  0.130
H 0.4042 4.8267 -3.9423  0.098

Force components x, y, z for each atom (eV/Å):
0.6 0.6 0.3
0.2 -0.3 0.1
0.8 -2.0 0.2
-0.9 1.7 0.5
0.8 -1.2 1.9
-0.7 1.6 -1.1
-0.3 -1.9 0.7
-0.6 1.3 -1.8
1.2 -0.6 0.0
0.8 1.1 0.7
-0.7 0.3 -0.9
-1.0 0.1 -0.5
1.6 -1.2 -1.2
1.7 -0.9 -0.5
-0.7 1.2 -1.1
-1.1 1.2 0.0
1.2 -0.7 -0.3
-0.3 0.7 -1.0
-1.0 1.5 0.4
1.4 -1.0 2.2
-1.9 1.2 1.6
-1.4 1.8 0.9
-1.0 0.0 -1.1
-0.6 0.0 1.1
0.5 0.8 3.2
0.1 -0.3 1.7
0.5 0.9 -1.4
0.1 2.8 -2.3
0.6 -1.6 1.2
-1.6 -1.1 -1.4
-0.4 0.3 0.1
-1.4 -0.8 0.3
0.4 0.3 0.3
-2.8 -3.8 -1.3
0.7 0.3 -1.0
-1.4 -0.5 -1.8
0.5 0.3 0.6
0.3 1.1 0.6
-1.7 -0.5 0.1
-0.5 -1.8 2.2
0.0 4.2 -1.2
-0.3 -0.5 -0.7
-0.8 -0.1 -0.5
-0.1 0.7 -1.1
0.9 -1.1 0.2
-0.1 1.1 0.6
-0.8 0.5 0.2
0.2 0.6 0.3
1.7 0.1 -0.4
1.2 -0.6 1.4
-0.5 -0.6 -1.1
1.3 -1.3 1.5
-1.5 0.0 -0.7
1.2 -1.9 -0.6
-0.2 0.3 -1.1
-0.8 1.5 -1.6
0.9 0.2 1.7
0.3 -2.4 2.0
-0.5 1.9 0.3
0.1 0.0 -0.7
-0.4 -1.7 -0.5
0.2 -0.4 0.1
-0.1 1.1 -0.7
0.3 -1.5 -0.9
-0.2 0.3 -0.2
-0.4 0.2 0.0
-0.5 -0.5 0.0
0.7 -0.6 -0.6
0.7 0.7 0.6
-0.4 -0.2 0.0
-0.7 -0.7 -1.0
0.5 -0.9 -1.1
0.9 0.9 0.1
0.0 0.2 -0.5
0.3 -0.3 0.4
0.6 0.2 0.2
-0.3 -0.4 1.0
0.5 -1.5 0.1
0.0 0.2 -0.3
0.2 -0.2 -0.2
1.0 -0.6 1.0
0.0 -0.5 1.0
-0.2 0.4 -0.1
1.2 0.2 -0.3
-0.3 0.0 -0.1
-0.4 0.1 -2.0
0.6 -1.3 -0.3
0.5 -0.6 -0.5
-0.1 0.4 -0.1
-0.2 1.8 -0.6
-0.1 -0.7 0.6
0.2 0.6 0.3
0.6 -0.7 0.4
0.5 -0.6 -0.9
-0.4 -0.7 0.4
1.7 1.3 2.3
0.1 -0.1 0.4
0.5 0.3 -0.3
-1.2 0.2 0.5
1.0 0.8 0.2
0.2 0.9 0.5
0.4 -0.5 1.2
-0.1 -0.3 0.3
-0.3 0.3 0.9
-0.5 -0.5 -1.3
-0.3 0.5 0.6
-0.6 0.7 -1.2